{"formula": "C47H132N10O14", "method": "ωB97M-V with the def2-TZVPD basis set", "charge": 0, "lumo_ha": 0.011, "energy_ha": -3470.57031, "symbols": ["C", "C", "C", "O", "C", "N", "H", "H", "H", "H", "H", "H", "H", "H", "H", "H", "H", "C", "C", "C", "O", "C", "N", "H", "H", "H", "H", "H", "H", "H", "H", "H", "H", "H", "C", "C", "C", "O", "C", "N", "H", "H", "H", "H", "H", "H", "H", "H", "H", "H", "H", "C", "C", "C", "O", "C", "N", "H", "H", "H", "H", "H", "H", "H", "H", "H", "H", "H", "C", "C", "C", "O", "C", "N", "H", "H", "H", "H", "H", "H", "H", "H", "H", "H", "H", "C", "C", "C", "O", "C", "N", "H", "H", "H", "H", "H", "H", "H", "H", "H", "H", "H", "C", "C", "C", "O", "C", "N", "H", "H", "H", "H", "H", "H", "H", "H", "H", "H", "H", "C", "C", "C", "O", "C", "N", "H", "H", "H", "H", "H", "H", "H", "H", "H", "H", "H", "C", "C", "C", "O", "C", "N", "H", "H", "H", "H", "H", "H", "H", "H", "H", "H", "H", "C", "C", "C", "O", "C", "N", "H", "H", "H", "H", "H", "H", "H", "H", "H", "H", "H", "C", "O", "H", "H", "H", "H", "C", "C", "O", "H", "H", "H", "H", "H", "H", "C", "C", "O", "H", "H", "H", "H", "H", "H", "C", "C", "O", "H", "H", "H", "H", "H", "H"], "positions_angstrom": [[-4.556, -6.960, 1.206], [-4.136, -5.505, 1.507], [-3.515, -4.785, 0.303], [-2.429, -5.600, -0.149], [-1.631, -5.003, -1.110], [-5.362, -4.802, 1.839], [-4.807, -7.424, 2.160], [-3.660, -7.470, 0.822], [-5.371, -7.024, 0.466], [-3.408, -5.550, 2.341], [-3.183, -3.803, 0.686], [-4.287, -4.553, -0.445], [-1.040, -4.144, -0.682], [-2.200, -4.632, -1.933], [-0.893, -5.719, -1.462], [-5.859, -5.340, 2.549], [-5.035, -4.017, 2.391], [4.112, 0.687, 4.941], [4.048, 1.478, 3.650], [2.599, 1.791, 3.194], [1.996, 2.685, 4.106], [0.641, 2.897, 3.752], [4.883, 2.670, 3.767], [4.026, 1.368, 5.823], [5.074, 0.181, 5.042], [3.255, -0.005, 4.863], [4.483, 0.822, 2.889], [1.919, 0.897, 3.091], [2.531, 2.231, 2.161], [0.597, 3.255, 2.713], [0.141, 3.644, 4.385], [0.008, 2.006, 3.846], [5.044, 3.153, 2.861], [4.440, 3.348, 4.382], [-0.032, 1.516, 6.889], [-0.050, 0.254, 5.927], [0.535, -0.931, 6.698], [0.430, -2.169, 5.986], [1.141, -2.223, 4.797], [-1.393, -0.084, 5.546], [-0.611, 2.247, 6.350], [1.049, 1.817, 6.969], [-0.489, 1.174, 7.822], [0.646, 0.341, 5.096], [0.027, -1.146, 7.588], [1.529, -0.576, 6.927], [1.025, -3.257, 4.522], [2.224, -2.069, 4.882], [0.795, -1.488, 4.061], [-1.780, 0.622, 4.943], [-1.378, -1.012, 5.090], [-0.914, 2.506, -3.712], [-2.418, 2.898, -3.521], [-2.784, 4.073, -4.409], [-2.094, 5.217, -3.906], [-2.454, 6.388, -4.709], [-3.194, 1.726, -3.770], [-0.263, 3.319, -3.397], [-0.663, 2.287, -4.754], [-0.770, 1.600, -3.108], [-2.550, 3.102, -2.451], [-3.860, 4.202, -4.372], [-2.449, 3.807, -5.374], [-1.843, 7.263, -4.352], [-3.539, 6.569, -4.671], [-2.142, 6.272, -5.747], [-3.006, 1.336, -4.681], [-4.199, 1.842, -3.614], [-1.479, -1.254, 1.532], [-0.515, -0.048, 1.303], [0.480, -0.306, 0.210], [1.268, 0.892, 0.131], [2.041, 0.922, -1.035], [-1.325, 1.120, 0.920], [-1.027, -2.163, 1.951], [-1.962, -1.471, 0.585], [-2.238, -0.936, 2.259], [-0.017, 0.258, 2.191], [0.038, -0.539, -0.754], [1.158, -1.127, 0.554], [1.460, 1.079, -1.938], [2.612, 0.026, -1.173], [2.766, 1.744, -0.920], [-0.712, 1.862, 0.630], [-1.897, 0.879, 0.142], [-2.885, -5.335, 5.947], [-3.032, -4.344, 4.821], [-4.254, -3.490, 5.106], [-4.373, -2.695, 3.989], [-5.066, -1.432, 4.174], [-1.788, -3.735, 4.498], [-1.920, -5.857, 5.878], [-3.694, -6.035, 6.063], [-2.751, -4.776, 6.868], [-3.353, -4.970, 3.975], [-3.996, -2.899, 5.989], [-5.109, -4.178, 5.266], [-4.965, -0.716, 3.353], [-4.724, -0.936, 5.135], [-6.108, -1.714, 4.371], [-1.384, -3.310, 5.305], [-2.048, -3.012, 3.844], [4.194, -4.765, -5.614], [4.841, -4.196, -4.315], [3.869, -3.499, -3.354], [3.036, -2.591, -4.128], [1.945, -2.205, -3.291], [5.558, -5.228, -3.465], [4.950, -4.952, -6.382], [3.450, -4.112, -6.090], [3.677, -5.710, -5.411], [5.586, -3.442, -4.638], [4.336, -2.897, -2.524], [3.154, -4.332, -2.985], [1.134, -1.772, -3.909], [2.344, -1.533, -2.504], [1.560, -3.060, -2.710], [4.958, -6.002, -3.201], [6.404, -5.567, -3.919], [2.297, 1.019, -5.371], [3.020, 2.033, -6.258], [2.002, 3.039, -6.799], [1.353, 3.764, -5.770], [0.532, 4.886, -6.144], [4.089, 2.657, -5.483], [2.849, 0.070, -5.235], [1.326, 0.700, -5.723], [2.037, 1.464, -4.414], [3.442, 1.491, -7.124], [1.220, 2.532, -7.429], [2.551, 3.758, -7.488], [-0.039, 5.118, -5.265], [-0.202, 4.612, -6.915], [1.176, 5.722, -6.388], [3.712, 3.423, -4.989], [4.782, 2.963, -6.109], [-3.452, 4.305, 3.669], [-3.977, 2.918, 3.737], [-5.193, 2.781, 2.786], [-5.636, 1.430, 2.797], [-6.866, 1.262, 2.149], [-2.903, 1.955, 3.423], [-4.150, 5.037, 4.044], [-3.207, 4.606, 2.644], [-2.586, 4.385, 4.361], [-4.347, 2.627, 4.740], [-4.897, 3.036, 1.767], [-6.029, 3.376, 3.180], [-6.961, 0.176, 2.080], [-7.013, 1.717, 1.179], [-7.703, 1.529, 2.834], [-3.354, 1.060, 3.224], [-2.390, 2.252, 2.578], [-0.273, 4.255, -0.140], [0.122, 5.720, -0.466], [1.103, 5.755, -1.670], [2.271, 4.908, -1.423], [3.403, 5.290, -2.170], [-1.157, 6.414, -0.787], [-0.633, 3.810, -1.031], [-1.057, 4.312, 0.653], [0.562, 3.702, 0.264], [0.612, 6.177, 0.373], [1.443, 6.782, -1.826], [0.555, 5.380, -2.560], [3.665, 6.349, -1.979], [3.297, 5.188, -3.254], [4.203, 4.682, -1.787], [-1.095, 7.417, -1.027], [-1.467, 5.964, -1.674], [4.833, -0.897, 0.683], [4.045, -1.622, -0.220], [5.052, -1.318, 1.665], [5.816, -0.678, 0.194], [4.378, 0.097, 0.837], [3.414, -2.185, 0.266], [-2.880, -2.230, -4.019], [-3.277, -1.609, -2.641], [-2.352, -0.642, -2.179], [-2.033, -2.900, -3.862], [-2.584, -1.486, -4.772], [-3.698, -2.786, -4.434], [-3.337, -2.491, -1.971], [-4.290, -1.143, -2.708], [-2.620, 0.288, -2.480], [2.565, -5.171, 0.381], [1.721, -4.007, 0.799], [2.390, -3.052, 1.617], [3.516, -4.887, -0.133], [2.006, -5.753, -0.368], [2.836, -5.861, 1.195], [0.821, -4.417, 1.322], [1.345, -3.479, -0.088], [2.960, -3.520, 2.238], [6.118, -0.156, -4.856], [5.490, 0.166, -3.511], [5.501, 1.533, -3.249], [7.086, 0.331, -4.954], [5.484, 0.247, -5.626], [6.083, -1.248, -4.917], [6.046, -0.328, -2.750], [4.477, -0.317, -3.550], [4.900, 1.873, -3.929]]}

***

{"formula": "C47H27MgN11", "method": "ωB97M-V with the def2-TZVPD basis set", "charge": 0, "lumo_ha": [-0.062, -0.067], "energy_ha": -2609.69836, "symbols": ["Mg", "C", "C", "C", "C", "C", "N", "C", "C", "C", "C", "C", "C", "C", "C", "N", "C", "N", "C", "N", "C", "N", "C", "N", "C", "N", "C", "C", "C", "C", "C", "C", "C", "C", "C", "C", "C", "C", "C", "C", "N", "H", "H", "H", "H", "H", "H", "H", "H", "H", "H", "H", "H", "H", "H", "H", "H", "C", "C", "C", "C", "N", "C", "C", "C", "C", "C", "C", "N", "C", "C", "C", "C", "C", "N", "H", "H", "H", "H", "H", "H", "H", "H", "H", "H", "H"], "positions_angstrom": [[0.014, 0.571, 0.666], [0.504, -5.963, 2.141], [1.016, -6.125, 0.862], [1.247, -5.093, -0.013], [0.811, -3.793, 0.358], [0.614, -2.439, -0.216], [1.000, -2.002, -1.472], [1.283, 0.353, -2.173], [1.658, 1.083, -3.340], [2.602, 0.937, -4.370], [2.534, 1.785, -5.466], [1.561, 2.767, -5.637], [0.611, 2.919, -4.626], [0.630, 2.091, -3.520], [-0.253, 1.926, -2.319], [-1.404, 2.536, -2.130], [-2.092, 2.495, -1.012], [-1.776, 1.930, 0.191], [-2.740, 2.448, 1.117], [-2.705, 2.200, 2.404], [-2.202, 1.050, 2.963], [-1.170, 0.269, 2.441], [-1.104, -0.804, 3.274], [-0.403, -1.921, 3.086], [-0.207, -2.305, 1.839], [-0.047, -1.642, 0.655], [0.301, -3.654, 1.659], [0.182, -4.716, 2.598], [-1.916, -0.686, 4.465], [-1.971, -1.426, 5.622], [-2.921, -0.981, 6.579], [-3.797, 0.077, 6.349], [-3.641, 0.854, 5.180], [-2.688, 0.486, 4.231], [-3.734, 3.256, 0.406], [-4.863, 3.896, 0.824], [-5.606, 4.602, -0.131], [-5.170, 4.789, -1.440], [-3.946, 4.200, -1.825], [-3.305, 3.357, -0.924], [0.210, 0.877, -1.560], [0.552, -6.847, 2.789], [1.155, -7.165, 0.486], [1.780, -5.251, -0.974], [3.408, 0.207, -4.357], [3.113, 1.502, -6.325], [1.596, 3.439, -6.531], [-0.247, 3.603, -4.691], [-0.107, -4.474, 3.661], [-1.312, -2.212, 5.877], [-2.783, -1.421, 7.571], [-4.510, 0.336, 7.057], [-4.338, 1.678, 4.993], [-5.215, 3.797, 1.864], [-6.475, 5.028, 0.231], [-5.663, 5.425, -2.113], [-3.430, 4.642, -2.668], [2.409, 3.477, 3.210], [3.707, 3.324, 2.751], [3.974, 2.286, 1.838], [2.900, 1.552, 1.262], [1.612, 1.701, 1.739], [1.393, 2.649, 2.688], [3.133, 0.503, 0.274], [4.408, 0.126, -0.229], [4.516, -0.733, -1.295], [3.378, -1.182, -1.911], [2.025, -0.785, -1.470], [2.057, -0.192, -0.107], [0.718, -2.776, -2.592], [1.078, -2.377, -3.952], [0.770, -3.191, -5.025], [-0.088, -4.303, -4.819], [-0.366, -4.594, -3.447], [-0.057, -3.875, -2.356], [2.147, 4.238, 3.935], [4.451, 4.011, 3.087], [5.053, 2.111, 1.637], [0.407, 2.673, 3.139], [5.253, 0.475, 0.380], [5.518, -1.050, -1.694], [3.589, -1.924, -2.714], [1.408, -1.333, -4.095], [1.253, -2.927, -5.973], [-0.346, -4.893, -5.666], [-0.945, -5.482, -3.203]]}